# 1
186
Properties=species:S:1:pos:R:3 method="wB97M-V/def2-TZVPD" total_energy_ev=-177209.146 lumo_ev=-0.15
C -4.999 4.227 2.584
C -6.150 3.294 3.044
O -6.974 3.776 3.861
N -6.027 2.097 2.560
C -7.064 1.083 2.756
H -5.388 5.026 1.952
H -4.219 3.647 2.092
H -4.501 4.772 3.386
H -5.280 1.834 1.934
H -7.588 0.787 1.847
H -7.720 1.409 3.564
H -6.679 0.127 3.110
C -5.240 0.451 -11.140
C -4.227 1.335 -11.740
O -4.396 1.718 -12.895
N -3.135 1.569 -10.986
C -2.002 2.390 -11.428
H -5.802 0.868 -10.305
H -4.676 -0.450 -10.898
H -5.971 0.284 -11.931
H -3.148 1.231 -10.034
H -2.065 3.345 -10.906
H -2.017 2.645 -12.488
H -1.021 1.994 -11.164
C 1.361 3.092 10.529
C 0.793 3.610 9.223
O 0.210 2.812 8.456
N 0.912 4.910 8.940
C 0.410 5.597 7.782
H 2.034 2.247 10.384
H 0.680 2.666 11.266
H 1.840 3.879 11.112
H 1.337 5.522 9.621
H -0.107 6.526 8.022
H -0.175 4.880 7.206
H 1.275 5.926 7.207
C -1.376 -3.673 -8.510
C -1.771 -4.411 -9.792
O -3.104 -4.800 -9.590
C -3.724 -5.543 -10.535
O -3.189 -5.869 -11.571
O -5.059 -5.769 -10.215
C -5.955 -6.386 -11.132
H -1.909 -4.143 -7.684
H -1.796 -2.672 -8.604
H -0.304 -3.627 -8.315
H -1.178 -5.310 -9.962
H -1.697 -3.760 -10.663
H -6.053 -5.798 -12.045
H -6.906 -6.558 -10.629
H -5.469 -7.346 -11.306
C 0.481 1.041 -3.265
C -0.404 0.313 -2.308
O 0.248 0.212 -1.064
C -0.463 0.126 0.045
O -1.711 -0.154 0.160
O 0.407 0.330 1.004
C 0.003 0.350 2.359
H 0.769 2.025 -2.895
H 0.009 1.214 -4.232
H 1.333 0.377 -3.411
H -0.709 -0.680 -2.637
H -1.358 0.838 -2.272
H -0.848 -0.302 2.556
H -0.396 1.341 2.577
H 0.812 0.190 3.072
C -4.844 -1.085 7.951
C -4.247 -1.488 9.373
O -5.138 -2.515 9.827
C -5.293 -2.544 11.159
O -4.927 -1.804 12.035
O -6.132 -3.626 11.418
C -6.861 -3.573 12.629
H -4.622 -1.957 7.336
H -4.185 -0.306 7.566
H -5.859 -0.692 7.896
H -4.215 -0.611 10.019
H -3.251 -1.923 9.289
H -7.585 -2.762 12.554
H -6.270 -3.438 13.535
H -7.466 -4.469 12.770
C 2.678 -9.351 0.809
C 2.317 -9.483 2.355
O 1.095 -8.803 2.558
C 1.076 -7.507 2.781
O 2.064 -6.751 3.030
O -0.216 -7.123 2.658
C -0.571 -5.815 2.877
H 3.751 -9.541 0.822
H 2.630 -8.318 0.467
H 2.183 -10.007 0.093
H 3.061 -9.055 3.026
H 2.113 -10.519 2.626
H -1.224 -5.557 2.043
H 0.260 -5.110 2.840
H -1.221 -5.670 3.739
C 6.054 -4.540 -1.949
C 4.634 -4.507 -1.321
C 3.612 -4.459 -2.464
S 4.385 -5.536 -3.711
O 4.453 -4.820 -4.987
O 3.821 -6.869 -3.590
C 6.128 -5.611 -3.049
H 6.803 -4.840 -1.216
H 6.350 -3.542 -2.271
H 4.534 -3.581 -0.755
H 4.546 -5.304 -0.583
H 3.411 -3.495 -2.931
H 2.703 -4.919 -2.077
H 6.818 -5.605 -3.893
H 6.222 -6.635 -2.689
C -8.382 -1.391 -3.944
C -8.792 -2.529 -4.917
C -7.781 -2.485 -6.032
S -6.211 -2.169 -5.202
O -5.631 -1.007 -5.900
O -5.616 -3.452 -4.968
C -6.899 -1.581 -3.610
H -8.825 -1.401 -2.948
H -8.616 -0.444 -4.431
H -9.808 -2.508 -5.312
H -8.773 -3.498 -4.417
H -8.094 -1.663 -6.676
H -7.621 -3.299 -6.739
H -6.275 -0.812 -3.155
H -6.772 -2.420 -2.926
C 5.494 -4.670 8.167
C 4.072 -4.393 8.612
C 3.813 -2.912 8.873
S 5.452 -2.319 9.502
O 5.391 -2.031 10.917
O 5.924 -1.274 8.569
C 6.362 -3.872 9.161
H 5.726 -4.352 7.151
H 5.635 -5.740 8.319
H 3.859 -4.925 9.539
H 3.304 -4.814 7.963
H 2.975 -2.666 9.526
H 3.547 -2.453 7.922
H 6.336 -4.408 10.109
H 7.365 -3.565 8.864
C 6.888 5.093 -3.802
C 8.249 4.830 -3.101
C 9.067 4.074 -4.186
S 7.916 2.899 -4.976
O 8.025 1.576 -4.410
O 8.016 3.076 -6.424
C 6.433 3.714 -4.359
H 7.008 5.829 -4.596
H 6.167 5.523 -3.106
H 8.058 4.185 -2.243
H 8.711 5.782 -2.841
H 10.011 3.636 -3.861
H 9.220 4.775 -5.007
H 6.091 3.162 -3.483
H 5.710 3.777 -5.173
C -1.791 8.426 -3.197
C -0.351 8.011 -3.673
C 0.491 9.309 -3.623
S -0.610 10.743 -3.969
O -0.263 11.378 -5.278
O -0.715 11.585 -2.775
C -2.102 9.650 -4.059
H -1.662 8.628 -2.134
H -2.631 7.735 -3.272
H -0.481 7.583 -4.667
H 0.099 7.183 -3.125
H 1.253 9.343 -4.402
H 0.887 9.442 -2.617
H -2.171 9.346 -5.103
H -2.944 10.255 -3.723
C 5.922 5.173 5.094
C 6.467 5.910 3.892
C 5.216 6.133 2.908
S 4.187 4.554 2.995
O 4.675 3.570 2.019
O 2.814 4.887 3.197
C 4.897 4.027 4.626
H 5.278 5.893 5.599
H 6.741 4.789 5.702
H 7.124 5.292 3.280
H 6.892 6.836 4.279
H 5.365 6.555 1.914
H 4.540 6.804 3.438
H 5.529 3.140 4.637
H 4.076 3.930 5.335

=====

# 2
204
Properties=species:S:1:pos:R:3 method="wB97M-V/def2-TZVPD" total_energy_ev=-220151.949 lumo_ev=-8.64 total_charge=+4
C -0.191 2.188 -1.712
C -1.425 1.348 -1.690
C -1.834 0.761 -3.147
C -2.949 -0.303 -3.228
C -2.365 -1.510 -2.503
C -2.053 -1.240 -1.012
N -1.013 0.028 -0.907
O 0.020 -0.099 -0.444
C -1.256 -2.405 -0.377
C -3.206 -0.850 -0.052
C -2.536 2.107 -0.954
H 0.571 1.602 -2.325
H 0.399 2.249 -0.775
H -0.378 3.219 -2.129
H -0.861 0.376 -3.450
H -2.095 1.632 -3.736
H -3.299 -0.443 -4.219
H -3.866 -0.039 -2.698
H -1.423 -1.822 -3.014
H -3.057 -2.321 -2.485
H -0.651 -2.884 -1.176
H -2.023 -3.134 -0.010
H -0.696 -1.932 0.456
H -3.617 -1.843 0.186
H -3.941 -0.263 -0.528
H -2.887 -0.292 0.878
H -2.198 2.201 0.130
H -3.413 1.518 -0.934
H -2.771 2.953 -1.552
C -7.546 -3.985 5.507
C -7.543 -2.683 4.719
C -7.411 -2.896 3.200
C -7.753 -1.704 2.285
C -9.200 -1.208 2.519
C -9.500 -0.825 4.015
N -8.886 -1.800 5.041
O -9.384 -2.118 6.121
C -10.954 -0.759 4.414
C -8.845 0.526 4.404
C -6.394 -1.888 5.283
H -6.573 -4.422 5.315
H -8.350 -4.677 5.255
H -7.607 -3.896 6.591
H -8.092 -3.744 2.981
H -6.360 -3.218 3.062
H -7.587 -1.902 1.201
H -7.064 -0.939 2.609
H -9.967 -1.953 2.168
H -9.380 -0.299 2.010
H -11.530 -0.070 3.790
H -11.015 -0.393 5.435
H -11.465 -1.718 4.403
H -9.478 1.164 3.753
H -7.787 0.562 4.072
H -8.872 0.814 5.453
H -6.412 -1.686 6.354
H -6.262 -0.932 4.768
H -5.542 -2.421 4.950
C 0.935 -13.474 -2.040
C 0.944 -12.026 -2.550
C -0.432 -11.331 -2.480
C -0.329 -9.897 -2.148
C 0.269 -9.655 -0.737
C 1.728 -10.160 -0.636
N 1.920 -11.271 -1.771
O 3.070 -11.640 -1.785
C 1.974 -10.905 0.693
C 2.812 -9.100 -0.949
C 1.458 -11.996 -3.983
H 1.860 -13.898 -2.310
H 0.193 -13.910 -2.653
H 0.766 -13.554 -1.030
H -1.117 -11.818 -1.797
H -0.886 -11.426 -3.460
H -1.370 -9.589 -2.205
H 0.149 -9.346 -2.982
H -0.343 -10.267 -0.050
H 0.164 -8.565 -0.555
H 3.025 -11.176 0.613
H 1.357 -11.798 0.814
H 1.820 -10.278 1.570
H 2.617 -8.538 -1.866
H 3.782 -9.533 -1.080
H 2.807 -8.391 -0.127
H 1.504 -10.924 -4.311
H 0.763 -12.521 -4.579
H 2.465 -12.391 -4.143
C 4.318 -2.743 -8.250
C 5.138 -3.324 -7.145
C 6.448 -3.934 -7.591
O 7.084 -4.142 -6.388
C 8.477 -4.451 -6.614
N 5.390 -2.121 -6.225
H 4.631 -1.907 -5.574
H 6.166 -2.386 -5.657
H 5.643 -1.263 -6.779
H 3.377 -2.339 -7.871
H 4.051 -3.594 -8.918
H 4.835 -1.944 -8.775
H 4.588 -4.025 -6.535
H 6.960 -3.261 -8.247
H 6.272 -4.938 -8.027
H 8.663 -5.382 -7.198
H 8.973 -4.613 -5.619
H 8.896 -3.564 -7.102
C 3.500 12.814 -6.617
C 2.862 11.959 -5.545
C 2.430 10.611 -6.152
O 1.832 9.929 -5.116
C 1.436 8.611 -5.431
N 3.827 11.606 -4.420
H 3.897 12.422 -3.745
H 3.312 10.864 -3.912
H 4.750 11.285 -4.756
H 2.859 12.867 -7.443
H 4.440 12.332 -6.992
H 3.679 13.819 -6.226
H 2.049 12.500 -5.054
H 3.318 10.105 -6.570
H 1.799 10.809 -7.026
H 0.778 8.667 -6.308
H 0.897 8.265 -4.547
H 2.313 7.960 -5.679
C 3.127 0.218 1.479
C 4.076 -0.030 2.681
C 5.253 0.915 2.544
O 5.950 0.761 3.813
C 7.131 1.629 3.966
N 3.369 0.439 3.977
H 3.060 1.438 3.858
H 2.568 -0.180 4.106
H 4.137 0.392 4.650
H 2.995 -0.716 0.887
H 3.585 1.035 0.942
H 2.054 0.422 1.726
H 4.341 -1.067 2.838
H 5.035 1.969 2.441
H 5.974 0.569 1.779
H 7.668 1.461 4.896
H 6.751 2.657 3.966
H 7.800 1.551 3.089
C -2.695 11.431 8.893
C -2.588 10.103 7.998
C -3.323 10.265 6.721
O -2.823 11.460 6.036
C -3.309 11.447 4.628
N -1.103 9.896 7.587
H -0.879 8.968 7.239
H -0.835 10.587 6.850
H -0.651 10.108 8.480
H -3.705 11.593 9.237
H -2.439 12.124 8.127
H -2.010 11.384 9.698
H -2.916 9.177 8.517
H -4.405 10.417 6.899
H -3.151 9.406 6.014
H -4.335 11.070 4.559
H -2.710 10.777 4.042
H -3.142 12.462 4.277
C -1.234 -2.618 3.915
F -1.564 -3.865 4.229
F -1.890 -2.318 2.748
F -1.649 -1.773 4.804
S 0.605 -2.351 3.698
O 0.907 -0.917 3.685
O 1.128 -3.135 4.760
N 0.859 -2.890 2.250
S 0.574 -4.258 1.645
O -0.654 -4.892 2.072
O 0.757 -4.150 0.234
C 2.050 -5.357 2.166
F 2.098 -5.494 3.471
F 1.871 -6.562 1.537
F 3.192 -4.856 1.835
C 3.657 -1.955 -2.733
F 3.710 -3.036 -3.492
F 3.225 -2.272 -1.552
F 4.908 -1.500 -2.623
S 2.641 -0.583 -3.383
O 1.293 -1.204 -3.453
O 2.845 0.435 -2.355
N 3.241 -0.309 -4.795
S 3.524 1.044 -5.481
O 4.052 2.045 -4.586
O 4.323 0.688 -6.616
C 1.911 1.788 -6.046
F 2.213 2.904 -6.709
F 1.105 1.013 -6.765
F 1.183 2.185 -5.011
C -0.857 5.350 1.205
F -1.454 6.234 0.342
F -1.941 4.726 1.811
F -0.070 4.423 0.628
S 0.213 6.405 2.347
O 1.125 6.948 1.334
O -0.575 7.318 3.130
N 0.735 5.328 3.365
S 1.898 4.349 3.274
O 1.518 3.036 3.648
O 2.780 4.458 2.078
C 2.784 4.865 4.767
F 3.696 3.835 4.957
F 3.350 6.035 4.627
F 2.043 4.901 5.927

=====

The records above yield orbital gap values of 9.3 6.1 eV, respectively.